1.
The following is a quantum chemistry calculation of a structure of composition C26H34EuNO in a non-equilibrium geometry, from the OMol25 dataset.

Structure (XYZ):
```
63
Properties=species:S:1:pos:R:3:forces:R:3:lowdin_charge:R:1
C -0.912916 2.653430 0.819479 -0.45 -0.21 -0.46 -0.2898
C -0.624840 2.625176 -0.589444 -0.44 -0.23 0.50 -0.2326
C -1.688770 1.936152 -1.244119 0.28 0.10 0.60 -0.1832
H 0.254016 3.055729 -1.074700 -0.37 -0.13 0.20 0.0908
C -2.631283 1.527956 -0.259920 0.66 0.21 0.44 -0.1914
C -2.158182 1.959543 1.021550 0.34 0.22 -0.45 -0.2534
H -3.577905 1.023197 -0.460537 0.39 0.09 0.13 0.0859
C 2.397058 -0.071918 1.300391 0.03 -0.07 -0.45 -0.2552
C 2.405595 0.831738 0.192729 0.09 -0.31 0.11 -0.2449
C 2.249876 0.066710 -1.000359 -0.25 -0.17 0.35 -0.1322
H 2.494189 1.918198 0.248336 0.11 -0.39 -0.02 0.0926
C 2.123082 -1.309235 -0.642606 0.25 0.65 0.54 -0.2804
C 2.221768 -1.392225 0.778313 -0.11 0.43 -0.28 -0.1619
H -1.793901 1.794745 -2.321260 0.12 -0.07 0.41 0.0848
H -2.650073 1.790946 1.981938 0.14 0.14 -0.38 0.0789
H -0.272288 3.074176 1.600720 -0.33 0.02 -0.30 0.0893
H 2.207313 -2.326123 1.349036 -0.04 0.51 -0.12 0.1059
H 2.267666 0.450901 -2.024966 -0.11 -0.08 0.53 0.1052
H 2.497783 0.192831 2.356329 0.08 -0.09 -0.40 0.0949
Eu -0.159879 0.183067 0.626145 -0.17 -1.19 -1.93 1.8131
C 2.111750 -2.504968 -1.580865 -0.46 0.07 0.00 -0.4971
C 3.223407 -3.479658 -1.149044 -0.02 -0.11 -0.08 -0.0477
C 2.373381 -2.077069 -3.031047 -0.02 -0.07 0.09 -0.0447
H 4.199128 -2.982636 -1.157099 -0.19 0.01 0.04 0.0978
H 3.278340 -4.329875 -1.837524 -0.03 0.04 0.03 0.0829
H 3.050633 -3.875359 -0.143536 0.02 0.09 -0.11 0.0788
H 3.353522 -1.592044 -3.104095 -0.19 -0.05 -0.02 0.0939
H 1.608824 -1.380001 -3.387897 0.08 -0.06 0.01 0.0820
H 2.381175 -2.957334 -3.686445 -0.03 0.14 0.07 0.0883
C 0.759905 -3.293788 -1.503576 0.11 -0.51 -0.27 -0.0504
C -0.498549 -2.634232 -2.053979 -0.14 1.35 0.22 -0.4367
H 0.573144 -3.577221 -0.450294 -0.04 0.20 -0.38 0.1318
H 0.895082 -4.239862 -2.062328 0.00 0.26 0.25 0.1201
O -0.874569 -1.481233 -1.758622 0.83 -0.94 0.75 -0.0082
N -1.277373 -3.330696 -2.926062 -0.36 0.21 0.53 0.0743
C -2.643321 -2.798505 -3.124450 0.31 -0.34 0.01 -0.1245
H -1.122089 -4.318916 -3.063693 0.06 0.21 0.04 0.1393
C -2.666068 -1.509395 -3.903171 -0.19 0.34 -0.53 -0.2339
C -3.625183 -0.526907 -3.623902 0.29 -0.05 -0.13 -0.0468
H -4.323787 -0.692018 -2.799491 0.18 0.14 -0.23 0.1136
C -3.672472 0.649949 -4.377754 0.11 -0.16 -0.13 -0.0894
H -4.424645 1.413143 -4.151285 0.33 -0.30 -0.08 0.1075
C -2.763672 0.845231 -5.427812 -0.03 -0.22 0.16 -0.0934
H -2.806405 1.758117 -6.026287 0.04 -0.29 0.23 0.1013
C -1.812670 -0.141979 -5.715275 -0.19 -0.08 0.22 -0.0784
H -1.100767 -0.007499 -6.531152 -0.23 0.02 0.21 0.1017
C -1.774405 -1.318616 -4.959706 -0.11 0.27 -0.03 -0.0456
H -1.043427 -2.101566 -5.176734 -0.16 0.32 0.01 0.1114
H -3.115813 -2.629503 -2.148950 0.09 -0.10 -0.14 0.1254
H -3.196838 -3.580071 -3.652467 -0.03 0.11 0.03 0.1302
C -0.357902 -2.172587 4.690594 -0.01 -0.35 0.48 -0.1054
C -1.425007 -1.727591 3.690217 0.31 0.10 0.02 -0.5292
C -2.242458 -0.556434 4.230020 -0.31 0.10 0.15 -0.1031
C -0.691180 -1.339926 2.445960 -0.75 0.72 -0.82 -0.2674
H 0.367645 -1.365017 4.874384 -0.26 -0.12 -0.04 0.0797
H 0.208095 -3.025864 4.294277 -0.12 0.15 0.10 0.0761
H -0.791171 -2.462775 5.653535 0.06 -0.01 0.00 0.0709
H -2.100867 -2.568242 3.466665 0.14 0.20 0.14 0.1293
H -1.631596 0.355639 4.330034 -0.06 -0.30 -0.03 0.0782
H -3.073183 -0.318949 3.550040 0.22 -0.05 0.17 0.0692
H -2.657769 -0.793235 5.218606 0.02 0.09 -0.14 0.0721
H -0.558833 -2.154028 1.717205 0.38 0.01 0.12 0.0273
H 0.253244 -0.823614 2.700809 0.13 -0.43 0.07 0.0026
```
Forces are in eV/Å.

Values from the calculation:
Multiplicity: 7
HOMO level (alpha / beta), Ha: -0.2627 / -0.2749
Calculated total energy, eV: -50378.9994
Charge: 0

***

2.
The following is a quantum chemistry calculation of a structure of composition C26H34F4N5O2Re in a non-equilibrium geometry, from the OMol25 dataset.

Structure (XYZ):
```
72
Properties=species:S:1:pos:R:3:forces:R:3:lowdin_charge:R:1
Re -0.227961 0.087133 -0.541801 0.30 -0.94 -0.11 1.5967
C 2.672611 -2.313066 -0.917752 -0.30 -1.34 -0.72 -0.0772
C 1.446333 -2.701024 -1.752737 0.62 1.14 -1.33 -0.2149
N 0.804052 -1.421871 -2.317885 1.00 -1.45 1.07 -0.2493
C 1.719217 -0.768210 -3.287855 -0.12 -0.71 0.60 -0.2277
C 1.768006 -1.420956 -4.655874 2.41 -0.53 0.54 -0.0665
C -0.461668 -1.834355 -2.854619 -1.61 -0.50 0.97 -0.2655
C -1.296404 -0.641761 -3.269119 -1.36 -0.46 0.38 -0.1891
N -1.250507 0.395024 -2.217752 0.12 -0.74 0.59 -0.2234
C -2.059292 1.499916 -2.509781 -0.06 -0.36 -0.39 -0.1996
C -3.435450 1.484019 -2.306302 -0.47 -0.37 0.19 -0.1749
F -4.065761 0.460266 -1.733448 0.35 -0.47 0.27 0.1161
C -4.202154 2.529546 -2.702765 0.40 2.50 -0.75 -0.1931
F -5.504953 2.600126 -2.432550 -0.06 -0.37 -0.02 0.1142
C -3.613827 3.661947 -3.319588 -0.77 -0.63 0.38 0.1023
C -2.276635 3.698996 -3.575773 -0.32 -0.96 0.41 -0.2340
F -1.632600 4.712987 -4.130650 -0.19 0.36 -0.14 0.1273
C -1.563689 2.589047 -3.191308 2.72 0.41 0.05 -0.1256
F -0.196758 2.681308 -3.414413 -1.10 -0.48 0.14 0.0434
H 2.935162 -3.196689 -0.310897 0.30 0.52 -0.20 0.0867
H 3.481861 -2.024806 -1.593628 0.18 -0.32 0.40 0.0667
H 2.455761 -1.474819 -0.287053 -0.24 0.40 0.55 0.0385
H 1.712987 -3.350426 -2.633966 0.03 0.54 0.76 0.1261
H 0.717186 -3.283398 -1.203777 -0.26 0.41 0.31 0.0875
H 1.441225 0.268468 -3.395627 -0.35 0.41 -0.04 0.0978
H 2.689139 -0.765309 -2.792446 0.04 0.10 -0.30 0.0980
H 0.839254 -1.376844 -5.121698 -1.51 0.23 -1.08 0.0392
H 2.523419 -0.856827 -5.215949 -0.35 -0.11 -0.24 0.0911
H 2.111680 -2.481934 -4.691902 -0.25 0.72 0.37 0.0939
H -0.360997 -2.490375 -3.729229 -0.08 -0.25 0.30 0.1248
H -0.982610 -2.369143 -1.958485 0.67 0.72 -1.92 0.1307
H -0.912297 -0.192976 -4.185731 -0.22 -0.06 -0.29 0.1150
H -2.370869 -1.048691 -3.413365 1.50 0.90 -0.03 0.1566
H -4.217275 4.502827 -3.544502 -0.62 0.60 -0.22 0.1318
N -0.693075 -1.482339 0.243881 -0.71 1.17 -0.18 -0.1600
C -1.378343 -1.834993 1.403194 0.41 -0.98 -1.65 -0.3913
C -2.522198 -1.203547 1.882132 -0.16 1.23 -0.34 -0.0456
C -3.040346 -1.583862 3.087167 -1.36 -0.39 1.22 -0.0927
C -2.434938 -2.604999 3.803463 1.11 -0.91 1.06 -0.1297
C -1.328007 -3.305530 3.287703 -0.56 -0.20 0.41 -0.1123
C -0.892856 -2.991638 2.018431 0.68 -0.28 0.67 -0.0545
H -2.966446 -0.325722 1.386518 0.44 -0.61 -0.05 0.1253
H -3.969323 -1.138886 3.501923 0.85 -0.11 -0.41 0.1287
H -2.674036 -2.893881 4.829136 -0.65 0.32 -0.33 0.1108
H -0.830660 -4.083482 3.895694 -0.49 0.34 -0.51 0.1213
H -0.099556 -3.597773 1.565760 -0.23 0.57 -0.03 0.1208
C 1.559285 5.100201 -0.805463 1.62 0.19 -1.95 -0.0425
C 2.469933 3.871014 -0.701233 -0.05 1.05 0.56 -0.1633
C 1.629837 2.720987 -0.681076 -0.50 -0.53 -0.52 -0.1099
N 0.860971 1.883212 -0.787898 0.30 0.50 -0.27 0.0695
H 1.997187 6.025564 -1.238865 0.08 -0.82 0.53 0.1113
H 1.102120 5.274269 0.094153 -0.95 0.69 2.34 0.0565
H 0.805785 4.780297 -1.455393 -1.42 0.03 -1.26 0.0489
H 3.043460 3.895150 0.192515 0.63 -0.03 0.91 0.1171
H 3.164507 3.784399 -1.496177 0.60 -0.10 -1.01 0.1212
O -0.565428 0.987059 2.355027 0.31 0.14 0.31 0.0360
C 0.481573 0.363968 2.187660 -0.19 0.38 -1.89 -0.6492
O 1.212771 0.371725 1.116195 -0.86 -0.48 0.68 -0.1792
C 0.961707 -0.496480 3.278586 1.92 -3.15 1.27 -0.2112
N -0.077510 -0.616303 4.328010 0.48 0.46 0.53 0.1063
C 0.639727 -0.740544 5.660762 -1.52 0.22 0.98 -0.0776
C 2.123536 -0.637255 5.376322 -1.27 0.48 -1.24 -0.1382
C 2.134247 0.110001 4.060680 1.26 0.70 -1.58 -0.1132
H 1.253083 -1.576479 3.045703 -0.54 1.55 -0.53 0.1908
H -0.751857 -1.377113 4.209882 -0.08 -0.19 -0.48 0.1037
H -0.574949 0.267778 4.172884 -0.57 0.13 0.39 0.1619
H 0.296720 -1.642066 6.188452 0.25 0.03 -0.50 0.1350
H 0.231213 0.078982 6.288108 0.65 -0.26 -0.36 0.1433
H 2.588246 -1.554691 5.124717 0.30 -1.30 0.42 0.1127
H 2.585073 -0.174629 6.198277 0.96 0.64 0.84 0.1107
H 3.119898 0.033450 3.471457 -1.58 0.12 0.93 0.1659
H 1.852463 1.156024 4.121940 0.43 0.48 0.49 0.1292
```
Forces are in eV/Å.

Values from the calculation:
Multiplicity: 4
HOMO level (alpha / beta), Ha: -0.3661 / -0.3831
Calculated total energy, eV: -52050.5250
Energy above the lowest of the compared OMol25 structures with the same formula, charge and spin, eV: 0.7630
Charge: +1

***

3.
The following is a quantum chemistry calculation of a structure of composition C26H34GaN3O4P2 in a non-equilibrium geometry, from the OMol25 dataset.

Structure (XYZ):
```
70
Properties=species:S:1:pos:R:3:forces:R:3:lowdin_charge:R:1
Ga -0.933508 -0.023902 -1.254281 -2.69 -0.54 1.55 0.3532
P -2.864669 -0.161402 0.291910 1.38 0.43 -0.04 0.8840
C -4.115089 0.472469 -0.857945 -0.53 -0.87 -0.40 -0.2576
C -3.685062 1.737822 -1.567229 -0.39 0.44 0.23 -0.2935
N -2.377182 1.909500 -1.773556 0.40 -0.91 -0.94 0.0542
C -1.945915 2.829092 -2.644747 -0.57 0.66 0.45 -0.3012
C -2.817707 3.812757 -3.132028 0.35 -0.84 -0.71 0.0086
C -4.186683 3.688468 -2.883970 0.27 0.08 0.64 -0.0023
C -4.628802 2.644566 -2.068337 0.32 0.03 0.04 0.0172
C -0.480184 2.774677 -3.054403 0.02 0.26 0.37 -0.2143
P 0.222512 1.075075 -2.875943 1.09 0.84 -1.50 0.8911
H -5.678388 2.542907 -1.794716 0.24 -0.10 -0.28 0.1308
H -2.420028 4.553943 -3.822856 -0.23 -0.01 0.21 0.1283
H -4.888566 4.417047 -3.293093 0.20 -0.25 0.13 0.1312
H -0.400804 3.113760 -4.099504 0.21 -0.19 0.35 0.1141
H 0.109742 3.458858 -2.422350 -0.08 -0.18 -0.20 0.1178
H -4.191712 -0.343082 -1.626779 -0.18 0.79 0.62 0.1132
H -5.086315 0.598461 -0.367072 0.14 0.01 -0.11 0.1098
H -0.694364 -5.083939 -4.840355 -0.72 -0.76 0.70 0.0076
O -2.163282 -1.212428 -2.036137 1.30 -0.09 -0.41 -0.3023
H -2.200555 -1.306290 -2.994001 0.10 -0.19 -0.02 0.0211
H 0.801173 -2.107770 -1.613757 0.41 -0.94 -0.13 0.1249
O -0.284232 -4.460385 -5.414378 1.91 -0.02 -0.89 -0.0742
H 0.530384 -4.952139 -5.705663 -1.17 0.83 0.24 0.0688
C 0.049202 0.324720 -4.538795 -0.12 -0.33 0.08 -0.2004
H 0.668340 0.859411 -5.278931 -0.23 -0.07 0.41 0.0772
H 0.368902 -0.731458 -4.524388 -0.15 0.38 0.01 0.0660
H -1.003525 0.365487 -4.854791 0.29 -0.01 0.08 0.0690
C 2.024234 1.141803 -2.576507 0.07 0.10 0.09 -0.2087
H 2.404499 0.111540 -2.451875 -0.19 0.38 -0.10 0.0585
H 2.559430 1.607646 -3.420257 -0.27 -0.14 0.32 0.0767
H 2.231683 1.700483 -1.651709 -0.07 -0.12 -0.26 0.0556
C -2.926205 0.953359 1.697795 -0.20 0.10 0.21 -0.2168
H -3.955962 1.321431 1.808117 0.37 0.02 0.24 0.0680
H -2.612945 0.415003 2.598528 -0.11 0.24 -0.09 0.0433
H -2.230419 1.772432 1.499525 -0.21 0.06 0.21 0.0499
C -3.170355 -1.829942 0.934228 -0.45 -0.30 -0.11 -0.2004
H -2.343257 -2.102447 1.607122 -0.16 0.22 -0.20 0.0516
H -4.106854 -1.887031 1.506735 0.21 0.11 -0.14 0.0697
H -3.215075 -2.566247 0.124609 0.05 0.24 0.09 0.0577
O 1.542327 -2.424228 -1.052887 -0.74 0.46 0.47 0.1955
C 1.432499 -1.670635 0.023429 0.46 1.32 -0.01 -0.3726
N 2.363500 -1.560186 0.956270 -0.98 -1.30 -1.29 0.1958
C 1.926688 -0.573985 1.953570 0.02 -0.11 0.90 -0.2405
C 0.863643 0.168451 1.122081 0.55 2.13 -0.88 -0.3698
O 0.599321 1.373725 1.072124 -0.11 -2.80 0.52 0.1066
N 0.465400 -0.736347 0.129470 -0.29 -0.25 -1.08 0.1000
C 1.279449 -1.375251 3.098963 -0.19 0.44 -0.07 -0.1591
C 0.055697 -1.034395 3.691607 0.23 -0.26 0.20 -0.0175
C -0.440498 -1.849043 4.723262 0.09 0.08 -0.05 -0.0535
C 0.295519 -2.941576 5.188797 0.03 -0.02 -0.35 -0.0500
C 1.482683 -3.297807 4.549055 0.03 0.19 -0.21 -0.0424
C 1.948655 -2.529377 3.492107 -0.07 -0.13 0.18 -0.0348
C 3.148569 0.264064 2.253687 0.21 0.11 0.59 -0.1571
C 3.642206 0.455045 3.548123 0.10 0.14 -0.44 0.0064
C 4.849978 1.152017 3.703616 -0.20 0.11 0.10 -0.0447
C 5.510021 1.698486 2.602621 -0.04 -0.42 -0.09 -0.0541
C 5.020143 1.471377 1.314684 -0.41 -0.13 0.03 -0.0525
C 3.846957 0.740894 1.144671 0.34 0.26 0.21 -0.0376
H 3.048853 -2.291206 1.118185 -0.04 0.37 -0.02 0.1845
H -0.505970 -0.145033 3.375796 0.33 -0.35 0.14 0.1067
H -1.414633 -1.636162 5.167312 0.35 0.06 -0.07 0.1147
H -0.063374 -3.553208 6.010019 -0.08 0.16 -0.10 0.1172
H 2.064684 -4.171898 4.821884 -0.26 0.05 0.21 0.1194
H 2.833283 -2.862397 2.949110 -0.06 0.12 0.47 0.1177
H 3.094722 0.051650 4.405279 0.31 0.17 -0.28 0.1261
H 5.278368 1.273139 4.699050 -0.18 0.02 -0.26 0.1180
H 6.445482 2.238689 2.727606 -0.22 -0.07 0.07 0.1170
H 5.539920 1.839657 0.436998 0.06 0.02 0.17 0.1108
H 3.483448 0.491284 0.145296 0.17 0.26 0.19 0.1025
```
Forces are in eV/Å.

Values from the calculation:
Multiplicity: 1
HOMO level, Ha: -0.5147
Calculated total energy, eV: -111116.8549
Energy above the lowest of the compared OMol25 structures with the same formula, charge and spin, eV: 0.0000
Charge: +2